1.
Entry from the Open Molecules 2025 dataset: CH6F11K3N4O22S9 as an isolated structure at a distorted geometry (ωB97M-V/def2-TZVPD).

Calculated values
Kohn-Sham gap = 7.47 eV
Molar mass = 1040.940 g/mol
Spin multiplicity = 1
Total charge = -2
Largest force on an atom = 9.36 eV/Å

Last column: Löwdin charge in e.
Geometry (Å):
K: -10.0977 -9.6206 -12.1491  0.9458
K: -6.0299 -11.3481 -10.0258  0.7970
K: -5.5981 -14.4593 -6.9155  0.8778
S: -2.8127 -12.0852 -8.2294  0.5708
S: -5.4792 -11.4286 -14.8455  0.5851
S: -7.5659 -18.1593 -8.0399  0.4251
S: -5.6360 -13.3957 -13.5892  0.5544
S: -6.8735 -16.8711 -9.9826  0.5752
S: -9.2088 -10.7336 -8.2698  0.5543
S: -2.9819 -6.4555 -11.1850  0.5023
S: -4.6245 -7.8728 -11.9663  0.4824
S: -4.3572 -10.8509 -6.8179  0.4927
F: -8.8015 -18.6090 -7.1744  -0.1874
F: -7.6610 -16.3734 -11.2224  -0.1739
F: -9.4739 -8.2688 -7.1409  0.0767
F: -2.9402 -13.1567 -9.4025  -0.1809
F: -6.0721 -7.5391 -12.7129  -0.2391
F: -6.8346 -14.3300 -13.0101  -0.2292
F: -3.0038 -5.1496 -10.2534  -0.2399
F: -5.7879 -11.1320 -6.0851  -0.2350
F: -7.9492 -9.5114 -6.0978  0.1295
F: -6.3062 -10.5316 -15.9203  -0.2155
F: -7.4247 -8.8466 -7.9680  0.2111
O: -7.5255 -10.8212 -12.3648  -0.1633
O: -5.0917 -12.8763 -12.2878  -0.3441
O: -8.2582 -14.1731 -6.7228  -0.1164
O: -5.8323 -17.7347 -10.5618  -0.2812
O: -3.7653 -8.0250 -13.1690  -0.2862
O: -3.5305 -10.8800 -5.5668  -0.3047
O: -2.2507 -7.2761 -10.2321  -0.2715
O: -4.8971 -9.0789 -11.2810  -0.3041
O: -6.8194 -19.4141 -8.1889  -0.3163
O: -8.2475 -7.8106 -11.0116  -0.0870
O: -2.4346 -10.8953 -8.9959  -0.2510
O: -5.0937 -10.4914 -13.8457  -0.2681
O: -4.5927 -9.5572 -7.4619  -0.2747
O: -6.9509 -17.1909 -7.1652  -0.3576
O: -6.4042 -15.6183 -9.3829  -0.3669
O: -4.9013 -14.3655 -14.3963  -0.2758
O: -10.4769 -11.0262 -7.6344  -0.3196
O: -8.2440 -11.8528 -8.1980  -0.3843
O: -4.4510 -12.0236 -15.7509  -0.2968
O: -9.2903 -10.2202 -9.6608  -0.4572
O: -2.2987 -5.8265 -12.3132  -0.2967
O: -1.8346 -12.7508 -7.3927  -0.2725
N: -4.5126 -6.6290 -11.1351  -0.2573
N: -4.4597 -12.0667 -7.7630  -0.4081
N: -8.2852 -17.5373 -9.2725  -0.2578
N: -6.7348 -12.5086 -14.3876  -0.2652
C: -8.4282 -9.1756 -7.2994  -0.6332
H: -9.0586 -7.5336 -10.5854  0.0238
H: -6.9551 -10.1034 -12.6398  0.0047
H: -8.3521 -13.2923 -7.0855  -0.0253
H: -8.6728 -14.1235 -5.8615  0.0457
H: -7.3731 -11.5102 -13.0116  -0.0396
H: -8.1783 -7.2492 -11.7837  0.0287

2.
Entry from the Open Molecules 2025 dataset: C31H18F3IrN4O6S as an isolated structure (ωB97M-V/def2-TZVPD).

Calculated values
Kohn-Sham gap (alpha / beta) = 6.75 / 6.55 eV
Molar mass = 823.785 g/mol
Spin multiplicity = 5
Largest force on an atom = 0.44 eV/Å

Last column: Mulliken spin population.
Geometry (Å):
Ir: -0.8778 0.6078 -0.2566  2.3631
S: 2.0021 1.6272 -1.4379  0.0244
F: -0.7221 0.9294 9.0916  0.0015
F: -2.7515 0.1935 8.9794  0.0015
F: -2.3687 2.3247 8.9202  0.0003
O: -0.7623 2.2181 -1.7117  0.1903
O: -5.0724 -6.7055 -3.1877  0.0004
O: -3.3774 -7.6729 -2.2771  0.0004
O: 1.2729 0.4748 -0.7277  0.1055
O: -2.5692 -0.5543 -1.3047  0.0912
O: -0.7734 -1.5323 -0.5432  0.0718
N: 1.2823 5.0174 -1.4234  0.1259
N: -1.0681 2.6392 -0.5024  0.1017
N: -0.8897 4.3539 2.4359  0.1006
N: -4.0293 -6.6916 -2.5683  -0.0003
C: -3.4827 -5.3680 -2.1786  0.0035
C: -0.6547 4.0459 1.3517  -0.0343
C: 1.8032 2.0995 -5.4182  0.0008
C: -3.6980 -3.0062 -2.1237  0.0092
C: 1.2771 0.0710 -3.5784  0.0020
C: -1.3989 -0.1483 6.4364  -0.0301
C: -1.9152 1.1349 8.4999  -0.0018
C: -2.4746 -2.9366 -1.4659  0.0202
C: -1.8049 1.0560 7.0019  0.0514
C: -1.7597 -4.0910 -1.1651  0.0068
C: 4.5741 2.2797 -1.0484  0.0024
C: -1.4297 0.7538 2.8421  0.3344
C: -4.2145 -4.2374 -2.4906  -0.0024
C: 5.9343 2.0227 -0.9282  0.0007
C: 1.7594 1.3033 -3.1720  -0.0071
C: -1.9245 -1.6099 -1.0860  -0.0235
C: 2.0137 2.3293 -4.0685  0.0018
C: -1.5642 0.8532 4.2554  -0.0374
C: 3.7127 1.2157 -1.2654  0.0086
C: -1.9726 2.0573 4.8322  0.0594
C: 4.1610 -0.0961 -1.3406  0.0048
C: -2.2669 -5.3289 -1.5222  -0.0017
C: -0.3667 3.6657 0.0152  0.2937
C: 0.5449 4.4128 -0.7760  -0.0341
C: 5.5159 -0.3379 -1.2047  -0.0007
C: -2.0907 2.1558 6.2085  -0.0193
C: 6.3989 0.7195 -1.0059  0.0009
C: 1.3296 0.8663 -5.8488  -0.0003
C: -1.2765 -0.2515 5.0666  0.0576
C: 1.0647 -0.1416 -4.9338  0.0004
C: -1.3060 0.6580 1.6262  0.1544
H: -1.7431 -6.2465 -1.3034  0.0000
H: 0.6851 -1.0970 -5.2715  0.0001
H: -4.2327 -2.0925 -2.3415  0.0008
H: 5.8891 -1.3520 -1.2534  0.0001
H: 1.9936 2.8891 -6.1325  0.0001
H: -2.3984 3.0870 6.6619  -0.0002
H: 1.1557 0.6962 -6.9029  -0.0001
H: 1.0672 -0.6990 -2.8465  0.0013
H: -2.1660 2.9113 4.2001  0.0028
H: 7.4575 0.5206 -0.9027  0.0001
H: -0.8122 -4.0079 -0.6519  0.0011
H: -0.9610 -1.1789 4.6092  0.0011
H: 4.1857 3.2879 -0.9657  -0.0030
H: 6.6227 2.8398 -0.7606  0.0003
H: -5.1582 -4.3311 -3.0052  0.0000
H: 3.4552 -0.9028 -1.4873  -0.0031
H: 2.3542 3.2962 -3.7177  0.0013
H: -1.1782 -0.9972 7.0697  -0.0010

3.
Entry from the Open Molecules 2025 dataset: C41H37MgN4O2PS as an isolated structure (ωB97M-V/def2-TZVPD).

Calculated values
Kohn-Sham gap = 6.73 eV
Molar mass = 705.119 g/mol
Spin multiplicity = 1
Energy relative to the best compared isomer or geometry (same formula, charge and spin) = 0.9 kcal per mole
Largest force on an atom = 0.29 eV/Å

Last column: Löwdin charge in e.
Geometry (Å):
S: 5.4709 -4.2740 -1.5963  0.6872
P: 0.9580 0.4427 1.7846  1.0893
Mg: -0.0066 0.7514 -0.6574  0.4876
O: 3.3740 3.4496 -1.5130  0.0351
O: -3.1297 -1.4667 1.7721  0.0015
N: -1.6090 -0.9181 0.2162  0.1221
N: 3.3282 -5.4254 -2.6025  0.0950
N: 1.6246 1.9073 -1.0308  0.0211
N: 1.2357 -1.0919 -1.2100  0.0246
C: 1.2449 1.9826 4.1648  -0.0771
C: 3.8935 -4.3475 -2.0346  -0.8432
C: 4.9622 0.9313 1.2410  -0.0632
C: -4.0346 3.6451 -1.4399  -0.0560
C: 3.3439 -1.9088 -2.0047  -0.0098
C: 0.6051 4.2974 4.2656  -0.0792
C: -4.3207 -1.8374 -2.3509  -0.0601
C: -3.8950 -1.4464 0.5539  -0.0693
C: 0.1958 4.2471 2.9440  -0.0642
C: -0.9066 -1.5525 2.5491  -0.1131
C: -2.9122 -0.9303 -0.5032  -0.2711
C: -2.5755 2.3705 -0.0066  -0.1792
C: 2.4880 2.6885 -1.2780  -0.5330
C: 2.9565 -3.2185 -1.7789  -0.2438
C: -3.4984 3.7909 -3.8484  -0.0490
C: -2.6793 3.4987 -4.9007  -0.0948
C: -1.2084 2.2736 -3.4424  -0.0670
C: 0.6810 -2.4488 4.6733  -0.0574
C: -1.9640 -1.2222 -2.8373  -0.0520
C: 1.1098 -1.4190 3.8553  -0.0962
C: 5.4238 -0.3669 1.0719  -0.0748
C: 1.6787 -3.4445 -1.2749  -0.0035
C: 3.2095 -1.2030 1.4853  -0.1141
C: -1.7209 2.0075 -1.0285  -0.1541
C: 0.8299 1.9217 2.8340  -0.3501
C: 0.8659 -2.3610 -1.0027  -0.1258
C: -3.2006 3.3295 -2.5408  -0.1774
C: 2.4590 -0.8850 -1.7169  -0.0908
C: -3.7172 3.1859 -0.1942  -0.0954
C: 4.5464 -1.4351 1.1974  -0.0851
C: -1.8432 -1.2424 1.4298  -0.3126
C: 2.7390 0.0981 1.6613  -0.3612
C: -2.9041 -1.7785 -1.7753  -0.3787
C: -1.5105 2.7339 -4.6925  -0.0882
C: -1.3354 -2.5851 3.3910  -0.0126
C: 0.3061 3.0611 2.2274  -0.0890
C: 1.1304 3.1638 4.8769  -0.0785
C: 0.3351 -0.9476 2.7933  -0.2749
C: -2.0413 2.5376 -2.3214  -0.2103
C: 3.6265 1.1650 1.5340  -0.0831
C: -0.5529 -3.0328 4.4386  -0.0594
H: -0.1173 -2.4991 -0.5732  0.0943
H: -5.0328 -2.3220 -1.6814  0.0711
H: -0.8500 2.5232 -5.5247  0.0982
H: 2.7308 0.1527 -1.8540  0.0957
H: -0.9403 -1.1160 -2.4805  0.0424
H: -4.3266 -2.3882 -3.2924  0.0825
H: -0.0087 3.0327 1.1900  0.0791
H: -0.9091 -3.8389 5.0666  0.1089
H: 4.8970 -2.4492 1.0474  0.0887
H: -3.1380 0.0990 -0.7812  0.1193
H: -4.6817 -0.8261 -2.5574  0.0953
H: -1.9376 -1.8859 -3.7044  0.0882
H: -0.2943 1.7094 -3.2826  0.0933
H: 6.4645 -0.5470 0.8336  0.1051
H: 4.3333 -1.6857 -2.3775  0.1128
H: -2.3027 -0.2405 -3.1751  0.0798
H: -4.7618 -0.8079 0.7057  0.1363
H: 1.4533 3.2042 5.9093  0.1035
H: 2.4016 -5.3821 -2.9917  0.1082
H: 2.5304 -2.0452 1.5623  0.1044
H: 5.6361 1.7706 1.1288  0.1097
H: 3.2721 2.1830 1.6384  0.1100
H: 3.9098 -6.2172 -2.8200  0.1005
H: -4.9138 4.2584 -1.6036  0.1040
H: -2.3970 2.0048 1.0062  0.0841
H: -2.5891 -2.7946 -1.4986  0.1395
H: -4.3916 4.3886 -3.9964  0.1062
H: -0.2097 5.1263 2.4605  0.1099
H: 1.3287 -4.4429 -1.0476  0.1178
H: 1.6597 1.1077 4.6478  0.0945
H: 0.5188 5.2204 4.8248  0.1040
H: -2.2970 -3.0419 3.2109  0.1185
H: 2.0836 -0.9795 4.0265  0.1031
H: 1.3083 -2.7912 5.4860  0.1103
H: -2.9169 3.8600 -5.8936  0.0967
H: -4.2236 -2.4695 0.3592  0.1243
H: -4.3449 3.4381 0.6538  0.0951